(1)
This record from the Open Molecules 2025 dataset describes a cluster of 2 separate species, C3H10NO2S in total at a distorted geometry. The level of theory is ωB97M-V/def2-TZVPD.

The geometry in ORCA input format:
```
! wB97M-V def2-TZVPD RIJCOSX def2/J DEFGRID3
* xyz 1 1
C 1.7714 0.8548 0.6954
C 1.6023 -0.5723 0.6279
C -1.5493 0.3412 -0.0728
N -0.9169 -0.0026 -1.4894
O 1.6223 -0.9805 -0.7355
O -1.2174 -0.6981 0.8351
S -3.2292 0.7890 -0.2373
H 2.0877 1.3624 1.7149
H 1.5570 1.4910 -0.1475
H 0.7241 -0.8410 1.1584
H 2.4476 -1.0171 1.2072
H -0.4289 0.8660 -1.6985
H -0.1808 -0.7522 -1.4231
H -1.6322 -0.3439 -2.0972
H 2.5462 -1.2077 -0.9504
H -1.7744 -0.5364 1.5438
H -3.4294 1.2474 1.0690
*
```

The value obtained for the total energy is -723.2994 hartree. For the energy relative to the best compared isomer or geometry (same formula, charge and spin), the calculation gives 4.934 eV. As for the largest force on an atom: 4.455 eV/Å. For the HOMO energy (spin up / spin down), the calculation gives -0.4274 / -0.4842 Eh.

Population analysis type natural (NBO), resulting atomic charges in e:
1. C -0.321
2. C -0.197
3. C 0.227
4. N -0.757
5. O -0.771
6. O -0.662
7. S 0.069
8. H 0.210
9. H 0.171
10. H 0.228
11. H 0.204
12. H 0.463
13. H 0.493
14. H 0.441
15. H 0.510
16. H 0.499
17. H 0.194

***

(2)
This record from the Open Molecules 2025 dataset describes a structure of composition C6H24FN12O6Y at a distorted geometry. The level of theory is ωB97M-V/def2-TZVPD.

The geometry in ORCA input format:
```
! wB97M-V def2-TZVPD RIJCOSX def2/J DEFGRID3
* xyz 2 1
Y 7.9120 19.1055 -10.2675
F 7.5975 19.2512 -12.5475
C 10.3778 16.1343 -14.2908
O 11.0481 15.1165 -14.1960
N 9.6469 16.6025 -13.2466
N 10.2294 16.8758 -15.4213
H 9.5484 15.9451 -12.4904
H 9.0820 17.4340 -13.2861
H 10.0769 17.8685 -15.3484
H 10.8042 16.5111 -16.1672
C 8.1928 19.2486 -16.2257
O 8.5039 19.2019 -17.4101
N 8.9008 19.9945 -15.3390
N 7.3397 18.4432 -15.5878
H 9.3993 20.7957 -15.6910
H 8.4227 20.0803 -14.4524
H 7.3153 18.5319 -14.5837
H 6.8667 17.6990 -16.0694
C 4.5982 21.1239 -14.4962
O 3.6943 21.5122 -15.2203
N 4.7327 19.8596 -14.0479
N 5.5163 21.9958 -13.9786
H 5.4620 19.6697 -13.3810
H 4.0659 19.1090 -14.0514
H 6.1787 21.5149 -13.3940
H 5.3734 22.9805 -14.1074
C 11.2454 19.0592 -11.5373
O 10.0524 19.4840 -11.4160
N 11.6436 17.9500 -10.8813
N 12.1769 19.6715 -12.2465
H 12.5785 17.6599 -10.6495
H 10.8673 17.5234 -10.4112
H 13.1621 19.4918 -12.1342
H 11.9494 20.6324 -12.4658
C 8.3414 22.4669 -11.0546
O 8.0212 21.4132 -10.4550
N 8.4681 22.4489 -12.4025
N 8.6481 23.6219 -10.4738
H 8.4968 23.3540 -12.8395
H 8.4500 21.5558 -12.8678
H 8.6615 24.5126 -10.9412
H 8.8839 23.6384 -9.4937
C 4.5190 20.4369 -10.3444
O 5.5573 19.8381 -10.7158
N 3.9529 20.3300 -9.1117
N 4.0834 21.5236 -11.0254
H 3.3346 21.0952 -8.9142
H 4.5812 20.1873 -8.3352
H 3.3669 22.0854 -10.6097
H 4.5929 21.8345 -11.8411
*
```

The value obtained for the total energy is -1489.4787 hartree. For the energy relative to the best compared isomer or geometry (same formula, charge and spin), the calculation gives 5.149 eV. As for the largest force on an atom: 7.046 eV/Å. For the HOMO energy, the calculation gives -0.5097 Eh.

Population analysis type Löwdin, resulting atomic charges in e:
1. Y 1.997
2. F -0.484
3. C -0.690
4. O 0.048
5. N 0.135
6. N 0.178
7. H 0.097
8. H 0.046
9. H 0.064
10. H 0.124
11. C -0.719
12. O 0.056
13. N 0.136
14. N 0.173
15. H 0.113
16. H 0.034
17. H 0.046
18. H 0.129
19. C -0.688
20. O 0.062
21. N 0.167
22. N 0.139
23. H 0.037
24. H 0.123
25. H 0.045
26. H 0.117
27. C -0.611
28. O -0.151
29. N 0.199
30. N 0.230
31. H 0.139
32. H 0.090
33. H 0.143
34. H 0.135
35. C -0.588
36. O -0.137
37. N 0.216
38. N 0.219
39. H 0.132
40. H 0.079
41. H 0.138
42. H 0.137
43. C -0.570
44. O -0.135
45. N 0.181
46. N 0.223
47. H 0.113
48. H 0.116
49. H 0.125
50. H 0.090

***

(3)
This record from the Open Molecules 2025 dataset describes the molecule C10H13NO at a distorted geometry. The level of theory is ωB97M-V/def2-TZVPD.

The geometry in ORCA input format:
```
! wB97M-V def2-TZVPD RIJCOSX def2/J DEFGRID3
* xyz 0 1
N -3.4282 0.3152 -0.3960
C -2.0228 0.2294 -0.4567
C -1.5496 -1.0900 0.3231
C -0.1549 -1.4983 0.1000
C 0.8166 -0.3518 -0.0847
C 2.2029 -0.6945 -0.1420
O 2.4800 -1.9985 -0.2538
C 3.1787 0.2207 -0.1170
C 2.7776 1.5293 -0.0318
C 1.4928 2.0045 0.0363
C 0.4130 0.9383 -0.0899
C -1.1092 1.1759 0.1843
H -3.9594 0.7340 0.4145
H -3.8561 -0.5833 -0.4168
H -1.8366 -0.0683 -1.5094
H -2.1659 -1.9337 0.3076
H -1.5864 -0.8707 1.4095
H 0.0293 -2.0032 -0.8085
H 0.2607 -2.1517 0.8312
H 1.6393 -2.4559 -0.0635
H 4.2323 -0.0698 0.0936
H 3.5655 2.2177 -0.3334
H 1.1852 3.0334 -0.0695
H -1.3716 1.0851 1.1851
H -1.2331 2.2862 -0.1123
*
```

The value obtained for the total energy is -518.7731 hartree. Its structure (SMILES) is N[C@@H]1CCc2c(O)cccc2C1. For the energy relative to the best compared isomer or geometry (same formula, charge and spin), the calculation gives 1.899 eV. As for the largest force on an atom: 5.533 eV/Å. For the HOMO energy, the calculation gives -0.3076 Eh.

Population analysis type natural (NBO), resulting atomic charges in e:
1. N -0.835
2. C -0.033
3. C -0.405
4. C -0.441
5. C -0.096
6. C 0.331
7. O -0.657
8. C -0.297
9. C -0.196
10. C -0.245
11. C 0.046
12. C -0.435
13. H 0.364
14. H 0.359
15. H 0.188
16. H 0.207
17. H 0.187
18. H 0.202
19. H 0.199
20. H 0.478
21. H 0.229
22. H 0.210
23. H 0.216
24. H 0.212
25. H 0.211

***

(4)
This record from the Open Molecules 2025 dataset describes the molecule C10H10O2 at a distorted geometry. The level of theory is ωB97M-V/def2-TZVPD.

The geometry in ORCA input format:
```
! wB97M-V def2-TZVPD RIJCOSX def2/J DEFGRID3
* xyz 0 1
O -3.0378 0.9778 -0.4504
C -1.9027 0.7201 -0.1399
C -0.9058 1.7656 0.3178
C 0.4678 1.6034 -0.3347
C 1.2084 0.3677 0.1632
O 2.3777 0.2057 -0.5838
C 0.1876 -0.9224 -0.0123
C -0.1766 -1.7666 1.1837
C -1.4844 -1.5545 1.0579
C -1.3361 -0.6605 -0.1621
C -1.2199 -1.4083 -1.4781
C 0.0887 -1.6148 -1.3515
H -1.3202 2.7510 0.1002
H -0.8040 1.6662 1.4036
H 0.3689 1.5288 -1.4196
H 1.0816 2.4799 -0.1191
H 1.4252 0.4520 1.2395
H 2.7903 -0.6373 -0.3525
H 0.4356 -2.3549 1.8402
H -2.3686 -1.8892 1.5646
H -1.9778 -1.6617 -2.1935
H 0.8362 -2.1182 -1.9347
*
```

The value obtained for the total energy is -537.4119 hartree. Its structure (SMILES) is O=C1CC[C@H](O)[C@]23C=C[C@]12C=C3. For the energy relative to the best compared isomer or geometry (same formula, charge and spin), the calculation gives 4.223 eV. As for the largest force on an atom: 2.738 eV/Å. For the HOMO energy, the calculation gives -0.3474 Eh.

Population analysis type natural (NBO), resulting atomic charges in e:
1. O -0.525
2. C 0.621
3. C -0.508
4. C -0.416
5. C 0.131
6. O -0.708
7. C -0.095
8. C -0.186
9. C -0.144
10. C -0.232
11. C -0.142
12. C -0.184
13. H 0.237
14. H 0.227
15. H 0.218
16. H 0.223
17. H 0.160
18. H 0.471
19. H 0.209
20. H 0.214
21. H 0.216
22. H 0.212